No. 1
Molecular formula: C5H35NO13S
Method: DFT, wB97M-V/def2-TZVPD

Last column: Löwdin charge in e.
Geometry (Å):
C 1.0301 -1.6785 -0.8525  -0.19
C 2.5048 -2.0878 -0.7648  -0.53
S 3.0828 -2.2616 0.9550  0.75
C 0.8552 -0.2380 -0.4339  -0.48
N 1.1864 0.6393 -1.3943  0.08
C 1.1739 2.0903 -1.2951  -0.20
C -0.0925 2.6151 -1.9747  -0.07
O 0.5890 0.0710 0.7290  0.00
H 0.3865 -2.2382 -0.1793  0.10
H 0.5986 -1.8235 -1.8382  0.08
H 3.1691 -1.4123 -1.2779  0.03
H 2.5065 -3.0850 -1.1825  0.07
H 3.1773 -0.9720 1.3320  -0.16
H 1.4795 0.2178 -2.2643  0.12
H 2.0324 2.5070 -1.8170  0.11
H 1.2174 2.3010 -0.2340  0.10
H -0.0418 3.6677 -2.2497  0.07
H -0.4413 1.9768 -2.7849  0.07
H -0.9556 2.5278 -1.3090  0.07
H 4.3690 1.4693 -0.6509  0.06
H 4.7358 0.1434 0.0160  0.05
O 3.9843 0.7138 -0.1904  -0.06
H 3.4241 -1.2447 -3.5568  0.06
H 2.2824 -1.4409 -4.4711  0.07
O 2.4817 -1.4646 -3.5230  -0.04
H -2.1677 1.8812 2.4566  0.03
H -1.2190 2.2503 3.6158  0.05
O -1.9578 1.6746 3.3805  -0.06
H -1.4605 -0.0374 3.2542  0.02
H -0.6035 -0.3617 1.9749  -0.01
O -1.2203 -0.7480 2.6172  -0.09
H -1.4442 -0.2962 -3.1815  0.02
H -1.6118 -1.6558 -2.7863  0.02
O -1.0013 -1.1382 -3.3627  -0.07
H -3.1954 -0.7551 2.4198  -0.01
H -4.1516 -1.7196 1.7109  0.03
O -4.1366 -0.9641 2.3036  -0.06
H -1.1962 -2.8431 1.4527  0.03
H -2.4066 -3.6497 1.7660  0.05
O -1.6461 -3.6591 1.1771  -0.05
H 0.6660 1.9063 1.7113  0.01
H 0.6822 1.3391 3.1007  0.03
O 0.9516 2.1225 2.6079  -0.05
H 3.5896 1.8543 1.7412  -0.02
H 3.1761 1.8275 3.1871  0.02
O 3.7002 2.3311 2.5592  -0.06
H -1.9422 -2.8738 -0.5576  0.04
H -1.6622 -1.3703 -0.9770  0.01
O -2.2511 -2.1199 -1.0937  -0.06
H -4.0845 0.5950 -1.5636  0.05
H -2.8110 -0.2745 -1.4537  -0.02
O -3.1277 0.6339 -1.5155  -0.03
H -4.2205 1.2343 0.9518  0.02
H -4.0950 1.8003 2.3144  0.03
O -3.8882 2.0230 1.4008  -0.06

Energy relative to the best compared isomer or geometry (same formula, charge and spin), kcal per mole: 3.9
E_HOMO, eV: -9.16

=====

No. 2
Molecular formula: C5H35NO14
Method: DFT, wB97M-V/def2-TZVPD

Last column: Löwdin charge in e.
Geometry (Å):
C -1.6657 2.8766 0.9995  -0.31
N -0.4415 2.5249 0.4025  -0.09
C -0.0228 3.2270 -0.8395  -0.03
C -1.1064 -0.0571 0.0880  0.01
C -0.1369 1.1106 0.6472  -0.32
C 0.3003 0.8542 2.0580  -0.21
O 1.7185 0.8818 2.2594  -0.11
O -2.1659 3.8859 0.6284  0.06
H -2.0493 2.3196 1.8034  0.13
H -0.7494 3.7932 -1.2857  0.04
H 0.2132 2.5240 -1.7460  0.08
H 0.9953 3.7958 -0.7746  0.11
H -1.8437 0.5781 -0.5161  0.11
H -1.6274 -0.6009 0.8932  0.08
H -0.5880 -0.6127 -0.6266  0.02
H 0.8407 0.8603 0.1338  0.11
H -0.1749 1.6649 2.6221  0.11
H -0.0397 -0.0960 2.4400  0.12
H 1.9925 1.8601 2.4218  0.11
H 2.0686 -2.5019 2.0829  0.00
H 2.2741 -1.3414 3.0947  -0.01
O 1.9289 -2.2079 3.0168  -0.05
H -3.4570 -1.0958 -0.7189  0.02
H -3.3529 -2.7138 -0.6656  0.04
O -3.5246 -1.9071 -0.1376  -0.11
H 1.2825 0.5481 -2.3608  -0.03
H 1.8500 -0.7476 -1.8999  -0.01
O 1.2265 -0.3439 -2.4069  0.04
H -0.6494 -3.1042 -0.4203  0.00
H -0.7145 -3.5714 1.1216  0.07
O -0.6033 -3.8588 0.1330  -0.07
H 3.5805 0.8642 -1.0376  0.05
H 2.8946 1.8912 -0.1489  0.00
O 3.0681 1.7009 -1.0563  -0.05
H -2.2565 -3.1848 3.1692  0.03
H -0.8452 -3.3286 3.6291  0.05
O -1.3873 -3.1795 2.8578  -0.01
H 0.0795 2.6823 -3.9584  0.07
H -1.4705 2.4209 -3.7272  0.05
O -0.5919 2.1124 -3.5484  -0.05
H 2.2506 0.0444 0.8117  0.01
H 2.5251 -1.3829 0.8522  0.03
O 2.7688 -0.6225 0.2650  -0.09
H -0.3474 -1.2145 -2.8620  0.01
H -1.2049 -1.5842 -4.2291  0.07
O -1.0778 -1.6829 -3.2864  -0.03
H -2.3412 -0.8823 -2.9000  -0.01
H -3.8220 -1.3179 -3.3549  0.04
O -3.3411 -0.7364 -2.7521  -0.13
H 2.2699 -4.1394 0.0135  -0.01
H 1.1246 -4.1193 0.7251  0.04
O 2.1144 -4.0802 0.9015  -0.04
H 1.6814 3.6181 1.6280  0.05
H 0.8334 3.7642 2.9647  0.05
O 1.7169 3.8119 2.5954  -0.04

Energy relative to the best compared isomer or geometry (same formula, charge and spin), kcal per mole: 111.8
E_HOMO, eV: -9.59